[1]
This record from the OMol25 dataset describes a 2-piece molecular cluster, C7H13N2 overall in a non-equilibrium geometry. The level of theory is wB97M-V/def2-TZVPD.

Cartesian coordinates (Å):
C  0.3525  4.2743  -0.5451
C  -0.0037  3.5414  0.4249
C  -1.1315  -1.0107  -0.6039
C  0.3593  -1.7577  1.1178
C  -1.0342  0.1070  0.5083
C  -0.1072  -0.3762  1.5089
C  0.6903  -2.5116  -1.2426
N  0.3785  0.7210  0.5859
N  -0.0232  -1.8527  -0.2147
H  1.2366  4.0086  -1.3027
H  0.0094  5.3172  -0.8888
H  -0.2290  2.8179  1.0974
H  -2.2232  -1.4143  -0.6403
H  -0.8943  -0.4052  -1.4647
H  1.4825  -1.9216  1.2282
H  -0.1928  -2.4068  1.8931
H  -1.9340  0.7254  0.7160
H  -0.2084  -0.3315  2.5532
H  -0.0220  -3.3596  -1.4752
H  0.7676  -1.8147  -2.0116
H  1.7227  -2.7625  -1.0338
H  1.0044  0.4122  -0.2105

Atoms 1-2, force components in eV/Å:
1.229 1.002 -1.688
1.415 1.861 -3.215

Calculated values
LUMO level (alpha / beta)   -7.165 / -7.164 eV
ΔE to the lowest compared entry with this formula, charge and spin   185.29 kcal/mol
HOMO-LUMO gap (alpha / beta)   3.90 / 3.91 eV
Total charge   +1

[2]
This record from the OMol25 dataset describes an isolated ion of composition C7H13N2 and charge +1 in a non-equilibrium geometry. The level of theory is wB97M-V/def2-TZVPD.

Cartesian coordinates (Å):
C  0.8421  1.5092  3.0354
C  0.8962  0.9462  1.8701
C  -0.6657  0.9838  -1.3305
C  0.5014  -0.0162  -1.3574
C  1.1908  0.1991  0.8237
C  -2.8580  0.1325  -0.8334
C  1.0167  -2.0802  -0.1623
N  -1.6452  0.2342  -0.6095
N  0.4847  -0.6925  -0.0269
H  1.0340  0.8692  3.9855
H  -0.2334  1.8546  -0.8554
H  -0.7967  1.2441  -2.3497
H  0.2437  -0.6939  -2.0791
H  1.3675  0.5762  -1.4380
H  2.1992  0.3472  0.4237
H  -3.5246  0.6601  -1.5969
H  0.5495  2.4752  3.1923
H  -3.4653  -0.5968  -0.2201
H  0.2822  -2.7410  -0.4475
H  1.7873  -2.1284  -0.8950
H  1.3345  -2.4574  0.7593
H  -0.5410  -0.6253  0.1116

Atoms 1-2, force components in eV/Å:
0.568 -3.171 1.348
-0.292 -1.765 -0.525

Calculated values
LUMO level   -2.701 eV
ΔE to the lowest compared entry with this formula, charge and spin   107.26 kcal/mol
HOMO-LUMO gap   11.27 eV
Total charge   +1

[3]
This record from the OMol25 dataset describes an isolated ion of composition C7H13N2OS and charge +1 in a non-equilibrium geometry. The level of theory is wB97M-V/def2-TZVPD.

Cartesian coordinates (Å):
C  1.5628  -0.2085  1.0388
C  -0.4799  1.7714  0.1638
C  0.3492  -0.4090  -0.9906
C  -0.7161  0.3587  -0.3185
C  -1.7041  2.6048  0.6992
C  2.7311  -0.9397  -0.9500
C  -2.2808  -2.0399  -0.3715
N  1.6019  -0.4304  -0.2542
N  0.4770  0.0506  1.6842
O  0.6519  2.2118  -0.0443
S  -2.3302  -0.1773  -0.1048
H  2.3997  -0.2509  1.6760
H  0.1358  -1.4068  -1.2779
H  0.5511  0.1875  -1.8959
H  -2.7468  2.3965  0.5245
H  -1.5422  3.6672  0.5824
H  -1.5134  2.5094  1.7263
H  2.8568  -0.3002  -1.8840
H  3.6426  -1.0608  -0.3587
H  2.6218  -1.9154  -1.3502
H  -1.4156  -2.2893  0.2568
H  -2.3069  -2.5053  -1.4129
H  -3.0566  -2.3063  0.3162
H  0.5106  0.4820  2.5452

Atoms 1-2, force components in eV/Å:
0.075 0.337 0.134
-0.963 -0.509 -2.609

Calculated values
Spin multiplicity   3
LUMO level (alpha / beta)   -3.016 / -7.461 eV
ΔE to the lowest compared entry with this formula, charge and spin   4.44 kcal/mol
HOMO-LUMO gap (alpha / beta)   8.07 / 5.73 eV
Total charge   +1

[4]
This record from the OMol25 dataset describes C7H13N2P as an isolated structure in a non-equilibrium geometry. The level of theory is wB97M-V/def2-TZVPD.

Cartesian coordinates (Å):
C  1.5960  -1.5988  0.3035
C  1.3048  -0.8823  -1.0483
C  0.1906  -2.0718  0.7079
C  0.6724  0.4928  -0.8684
C  -0.6402  -0.8195  0.9633
C  -0.6561  0.1001  -0.3447
C  -1.5142  2.6493  -0.2785
N  -0.2129  0.0142  2.1017
N  -1.2146  1.6021  0.5631
P  -0.5901  1.5131  2.0866
H  2.4286  -2.2785  0.0182
H  1.9239  -0.9413  0.9775
H  2.2682  -0.8197  -1.5227
H  0.7255  -1.6029  -1.5449
H  -0.2720  -2.6236  -0.0095
H  0.1637  -2.6072  1.6069
H  1.2013  1.0859  -0.2393
H  0.4637  1.0798  -1.7000
H  -1.5657  -1.2628  1.2395
H  -1.3196  -0.0350  -1.1720
H  -0.9850  3.6203  -0.1859
H  -1.4128  2.4500  -1.3888
H  -2.5557  2.9361  -0.2652

Atoms 1-2, force components in eV/Å:
-1.706 -2.081 -3.894
2.465 0.805 0.905

Calculated values
LUMO level   0.737 eV
ΔE to the lowest compared entry with this formula, charge and spin   15.09 kcal/mol
HOMO-LUMO gap   9.19 eV
Total charge   0

[5]
This record from the OMol25 dataset describes a 2-piece molecular cluster, C7H13N2S overall in a non-equilibrium geometry. The level of theory is wB97M-V/def2-TZVPD.

Cartesian coordinates (Å):
C  1.0996  -2.4044  0.3576
C  0.2650  -1.5474  0.5930
C  -1.4657  -0.8459  2.0563
C  -1.3688  -0.0983  -0.4681
C  0.1802  0.7925  1.4277
C  0.9052  1.9333  -2.2746
C  -0.5767  -0.4163  0.8528
N  1.7600  -0.2691  -1.8870
N  1.0043  0.6130  -1.6864
S  2.6688  -1.4621  -1.5402
H  1.4773  -3.2978  0.1326
H  -2.1056  -0.0072  2.3377
H  -2.0683  -1.6787  1.8335
H  -0.9036  -1.1549  2.8948
H  -2.3852  0.3588  -0.1201
H  -0.6870  0.6520  -1.0202
H  -1.3966  -0.9522  -1.0870
H  -0.5996  1.5582  1.6055
H  0.6763  0.3550  2.3511
H  1.0506  1.0933  0.6700
H  1.1630  2.0365  -3.3139
H  -0.0986  2.1966  -2.1635
H  1.4056  2.5452  -1.5515

Atoms 1-2, force components in eV/Å:
-2.285 3.078 0.619
1.909 -0.450 -0.260

Calculated values
LUMO level   -6.357 eV
ΔE to the lowest compared entry with this formula, charge and spin   172.08 kcal/mol
HOMO-LUMO gap   7.24 eV
Total charge   +1

[6]
This record from the OMol25 dataset describes an isolated ion of composition C7H13N2S and charge +1 in a non-equilibrium geometry. The level of theory is wB97M-V/def2-TZVPD.

Cartesian coordinates (Å):
C  -0.8934  -0.9695  0.8188
C  2.6017  -0.5699  1.3719
C  1.9806  -0.7527  0.2116
C  -0.6077  -1.1228  -1.4658
C  -0.2287  0.3743  -0.8296
C  -0.9557  1.5160  -1.6367
C  -0.6529  1.3967  1.4487
N  -0.7832  -1.7894  -0.1904
N  -0.7168  0.2822  0.5287
S  1.6099  0.6214  -0.7922
H  -1.1913  -1.2602  1.9449
H  2.9268  -1.3688  1.9330
H  2.9964  0.3691  1.7336
H  1.9889  -1.7314  -0.3276
H  -1.5325  -1.0306  -1.9487
H  0.1664  -1.5901  -2.0981
H  -2.0981  1.3551  -1.7230
H  -0.7407  1.4318  -2.7024
H  -0.8256  2.4377  -1.1586
H  -1.5022  2.0576  1.2702
H  0.3427  1.9359  1.3198
H  -0.9543  1.2156  2.5418
H  -0.9304  -2.8079  -0.2500

Atoms 1-2, force components in eV/Å:
-1.303 -0.988 3.827
-0.037 0.956 -1.062

Calculated values
LUMO level   -3.023 eV
ΔE to the lowest compared entry with this formula, charge and spin   56.25 kcal/mol
HOMO-LUMO gap   9.76 eV
Total charge   +1

- total charge of number 1 (C7H13N2)?
  +1